1.
# C47H51GeN8NaO4Se

A molecular structure, C47H51GeN8NaO4Se at a distorted geometry (ωB97M-V/def2-TZVPD, OMol25).

Calculated values
Gap between HOMO and LUMO in eV: 6.5
Largest force on an atom in eV/Å: 1.2
Total charge: 0
DFT total energy in hartree: -7201.1960

Positions of all 113 atoms, in Å:
1 Na 0.128 0.501 0.512
2 C -1.120 1.090 -2.623
3 N -1.497 1.283 -1.219
4 C -2.392 0.173 -0.827
5 C -3.017 0.169 0.559
6 C -4.010 -0.775 0.822
7 C -4.630 -0.762 2.056
8 C -4.227 0.167 3.006
9 C -3.221 1.051 2.663
10 N -2.642 1.065 1.463
11 C -2.140 2.562 -1.013
12 C -0.393 3.853 0.301
13 C 0.326 5.017 0.537
14 C 1.150 5.040 1.643
15 C 1.197 3.929 2.473
16 C 0.403 2.843 2.161
17 N -0.377 2.807 1.077
18 C 0.270 0.562 -2.855
19 C 0.815 0.674 -4.131
20 C 2.064 0.138 -4.380
21 C 2.733 -0.485 -3.338
22 C 2.117 -0.533 -2.101
23 N 0.908 -0.029 -1.851
24 H -1.818 0.392 -3.106
25 H -1.212 2.033 -3.158
26 H -3.230 0.108 -1.539
27 H -1.811 -0.750 -0.931
28 H -4.282 -1.510 0.074
29 H -5.417 -1.471 2.280
30 H -4.679 0.199 3.988
31 H -2.862 1.794 3.367
32 H -2.834 2.804 -1.823
33 H -2.655 2.542 -0.061
34 H 0.249 5.858 -0.139
35 H 1.744 5.919 1.858
36 H 1.821 3.919 3.356
37 H 0.347 1.963 2.796
38 H 0.256 1.172 -4.915
39 H 2.508 0.199 -5.365
40 H 3.714 -0.920 -3.475
41 H 2.613 -1.010 -1.263
42 C 2.767 -0.561 2.461
43 C 3.457 0.003 1.254
44 C 4.583 -0.633 0.735
45 C 5.188 -0.113 -0.392
46 C 4.652 1.025 -0.965
47 C 3.514 1.599 -0.402
48 N 2.926 1.097 0.692
49 C 2.939 2.794 -1.101
50 C 3.819 3.701 -1.681
51 C 3.297 4.674 -2.521
52 C 1.937 4.731 -2.722
53 C 1.096 3.860 -2.004
54 N 1.615 2.896 -1.220
55 C -0.345 4.059 -2.107
56 C -0.955 4.522 -3.264
57 C -2.220 5.064 -3.277
58 C -2.767 5.380 -2.006
59 C -2.245 4.933 -0.848
60 C -2.705 5.346 0.522
61 N -1.243 3.804 -0.924
62 H 2.287 0.226 3.038
63 H 1.975 -1.240 2.137
64 H 3.463 -1.117 3.089
65 H 4.971 -1.522 1.216
66 H 6.049 -0.598 -0.834
67 H 5.078 1.444 -1.864
68 H 4.878 3.657 -1.468
69 H 3.951 5.395 -2.996
70 H 1.504 5.483 -3.367
71 H -0.374 4.472 -4.179
72 H -2.707 5.369 -4.190
73 H -3.592 6.080 -1.941
74 H -2.099 6.153 0.942
75 H -3.731 5.706 0.452
76 H -2.682 4.517 1.233
77 O -0.381 -0.260 2.984
78 C -0.656 -1.247 2.276
79 O -0.192 -1.453 1.116
80 C -1.612 -2.273 2.848
81 C -1.843 -2.327 4.216
82 C -2.734 -3.252 4.747
83 C -3.433 -4.105 3.910
84 C -3.217 -4.011 2.545
85 C -2.304 -3.128 2.005
86 N -4.004 -4.852 1.636
87 O -4.589 -5.808 2.108
88 O -4.042 -4.535 0.463
89 H -1.309 -1.634 4.853
90 H -2.899 -3.300 5.815
91 H -4.148 -4.821 4.290
92 H -2.115 -3.115 0.941
93 C 0.936 -6.771 -0.504
94 Ge 1.667 -5.210 0.427
95 C 3.575 -5.546 0.774
96 C 0.741 -4.943 2.129
97 C 1.482 -3.588 -0.665
98 Se -0.357 -3.189 -1.171
99 C -0.366 -4.189 -2.850
100 H 0.982 -7.643 0.150
101 H 1.508 -6.989 -1.407
102 H -0.107 -6.600 -0.776
103 H 3.676 -6.434 1.399
104 H 4.034 -4.705 1.296
105 H 4.118 -5.721 -0.156
106 H 1.140 -5.610 2.894
107 H -0.324 -5.141 2.014
108 H 0.857 -3.911 2.463
109 H 2.068 -3.636 -1.584
110 H 1.810 -2.726 -0.082
111 H -0.003 -5.202 -2.692
112 H 0.260 -3.684 -3.584
113 H -1.393 -4.226 -3.206

---

2.
# C26H45N3P2Sc

A molecular structure, C26H45N3P2Sc at a distorted geometry (ωB97M-V/def2-TZVPD, OMol25).

Calculated values
Gap between HOMO and LUMO (spin up / spin down) in eV: 4.6 / 4.6
Largest force on an atom in eV/Å: 8.1
Total charge: +1
DFT total energy in hartree: -2625.0601
Energy above the lowest of the compared OMol25 structures with the same formula, charge and spin in eV: 4.302

Positions of all 77 atoms, in Å:
1 Sc -0.223 -0.583 -1.399
2 C -2.018 1.677 0.120
3 C -2.416 0.780 -0.924
4 C -2.255 -0.406 1.064
5 C -2.001 0.957 1.343
6 C -2.480 -0.548 -0.347
7 C -1.855 3.143 -0.029
8 H -1.471 3.406 -1.030
9 H -1.154 3.546 0.717
10 H -2.820 3.661 0.111
11 C -1.927 1.545 2.706
12 H -1.530 2.573 2.689
13 H -1.291 0.935 3.367
14 H -2.933 1.582 3.163
15 C -2.440 -1.507 2.040
16 H -3.512 -1.757 2.145
17 H -2.053 -1.244 3.034
18 H -1.917 -2.419 1.697
19 C -2.925 -1.802 -1.022
20 H -3.990 -1.744 -1.304
21 H -2.779 -2.681 -0.377
22 H -2.376 -1.992 -1.963
23 C -3.090 1.227 -2.169
24 H -4.112 1.576 -1.935
25 H -3.198 0.421 -2.903
26 H -2.566 2.079 -2.626
27 C 1.683 0.466 -2.294
28 C 0.570 1.267 -2.481
29 C -0.031 1.520 -3.851
30 C -0.921 0.381 -4.386
31 C -1.004 -0.878 -3.547
32 C 0.126 -1.687 -3.330
33 C 1.429 -1.377 -4.066
34 C 2.328 -0.299 -3.421
35 H 0.739 1.766 -4.607
36 H -0.598 0.116 -5.405
37 H -0.638 2.437 -3.795
38 H 2.701 0.369 -4.219
39 H 2.306 0.544 -1.392
40 H 0.307 2.027 -1.715
41 H 3.232 -0.793 -3.044
42 H 1.988 -2.316 -4.188
43 H -0.055 -2.763 -3.200
44 H 1.174 -1.077 -5.094
45 H -1.934 0.781 -4.522
46 H -1.969 -1.386 -3.707
47 P 1.916 2.369 0.210
48 C 1.492 2.963 1.871
49 H 2.280 3.639 2.230
50 H 1.389 2.114 2.558
51 H 0.532 3.486 1.856
52 C 3.568 1.652 0.520
53 H 4.220 2.416 0.959
54 H 4.005 1.284 -0.412
55 H 3.488 0.798 1.200
56 C 2.328 3.864 -0.728
57 H 2.628 3.581 -1.744
58 H 3.129 4.420 -0.244
59 H 1.432 4.483 -0.830
60 P 0.864 -3.012 -0.684
61 C -0.100 -4.463 -1.220
62 H 0.566 -5.300 -1.441
63 H -0.704 -4.220 -2.099
64 H -0.800 -4.725 -0.412
65 C 2.524 -3.155 -1.426
66 H 2.519 -2.935 -2.496
67 H 2.924 -4.159 -1.268
68 H 3.167 -2.405 -0.940
69 C 1.303 -3.535 1.006
70 H 1.710 -4.558 0.961
71 H 0.412 -3.507 1.644
72 H 2.053 -2.864 1.442
73 N 0.771 -0.416 0.522
74 C 0.985 -0.442 1.694
75 N 1.457 -0.505 2.870
76 C 0.783 -0.692 3.999
77 N 0.280 -0.816 5.058

---

3.
# C40H120N12O12P4S8

12 unconnected molecules or ions with the total composition C40H120N12O12P4S8 at a distorted geometry (ωB97M-V/def2-TZVPD, OMol25).

Calculated values
Gap between HOMO and LUMO in eV: 8.3
Largest force on an atom in eV/Å: 3.5
Total charge: 0
DFT total energy in hartree: -7706.7917
Energy above the lowest of the compared OMol25 structures with the same formula, charge and spin in eV: 0.356

Positions of all 196 atoms, in Å:
1 C 1.719 -4.422 3.392
2 S 1.041 -3.800 1.846
3 O 0.969 -4.907 0.844
4 C -0.572 -3.632 2.437
5 H 1.513 -3.561 4.087
6 H 2.744 -4.596 3.380
7 H 1.134 -5.252 3.724
8 H -0.957 -4.615 2.814
9 H -1.175 -3.296 1.653
10 H -0.642 -2.867 3.212
11 C 4.487 -3.666 0.294
12 S 6.173 -3.827 -0.139
13 O 6.550 -2.478 -0.750
14 C 6.887 -3.820 1.499
15 H 4.037 -3.289 -0.658
16 H 4.276 -2.870 1.037
17 H 3.988 -4.679 0.499
18 H 6.468 -4.575 2.157
19 H 6.696 -2.873 2.003
20 H 7.923 -4.051 1.295
21 C 5.163 3.393 0.476
22 S 5.728 1.837 1.231
23 O 4.608 1.430 2.175
24 C 5.723 0.593 -0.139
25 H 5.995 4.070 0.256
26 H 4.405 3.956 1.014
27 H 4.630 3.147 -0.467
28 H 6.413 1.061 -0.840
29 H 4.789 0.373 -0.630
30 H 6.134 -0.269 0.346
31 C 0.054 -1.841 -0.718
32 S 1.097 -0.676 -1.605
33 O 0.315 0.631 -1.734
34 C 2.302 -0.387 -0.307
35 H -0.706 -2.198 -1.442
36 H -0.437 -1.408 0.192
37 H 0.612 -2.706 -0.386
38 H 1.766 -0.192 0.603
39 H 2.851 0.475 -0.551
40 H 2.949 -1.245 -0.250
41 C 4.272 1.722 -5.441
42 S 5.331 1.383 -4.013
43 O 4.500 1.916 -2.870
44 C 5.168 -0.399 -3.977
45 H 4.092 2.762 -5.427
46 H 3.321 1.145 -5.457
47 H 4.980 1.333 -6.221
48 H 5.642 -0.918 -3.166
49 H 5.536 -0.823 -4.926
50 H 4.129 -0.664 -3.905
51 C 5.533 -0.510 4.419
52 S 4.066 -1.532 4.137
53 O 4.281 -2.408 2.961
54 C 4.149 -2.694 5.496
55 H 5.473 -0.056 5.372
56 H 5.419 0.229 3.606
57 H 6.467 -1.102 4.316
58 H 4.155 -2.199 6.459
59 H 5.102 -3.255 5.434
60 H 3.318 -3.357 5.510
61 C 2.177 -4.172 -2.317
62 S 0.942 -4.197 -3.639
63 O 1.717 -3.911 -4.836
64 C 0.655 -5.966 -3.784
65 H 2.569 -3.161 -2.351
66 H 3.008 -4.826 -2.561
67 H 1.825 -4.335 -1.258
68 H 1.629 -6.443 -3.964
69 H -0.138 -6.071 -4.512
70 H 0.358 -6.252 -2.756
71 C -2.767 -0.769 -2.614
72 S -1.858 -1.617 -3.871
73 O -2.834 -2.357 -4.724
74 C -1.228 -0.256 -4.839
75 H -2.243 0.145 -2.373
76 H -2.913 -1.424 -1.735
77 H -3.754 -0.349 -3.006
78 H -0.432 0.211 -4.288
79 H -1.994 0.451 -5.113
80 H -0.848 -0.821 -5.686
81 O -2.984 -2.797 0.429
82 P -4.294 -3.406 0.259
83 N -5.290 -2.790 -0.922
84 C -5.780 -1.428 -0.834
85 C -5.316 -3.337 -2.234
86 N -5.132 -3.082 1.687
87 C -6.515 -3.480 1.823
88 C -4.345 -3.146 2.893
89 N -4.258 -5.061 -0.105
90 C -5.442 -5.912 0.000
91 C -2.953 -5.712 -0.228
92 H -5.914 -1.225 0.228
93 H -6.771 -1.404 -1.380
94 H -5.130 -0.713 -1.288
95 H -4.961 -4.297 -2.138
96 H -4.688 -2.808 -2.977
97 H -6.341 -3.301 -2.679
98 H -6.956 -3.417 0.885
99 H -6.582 -4.460 2.283
100 H -7.063 -2.863 2.596
101 H -4.943 -2.730 3.704
102 H -4.164 -4.195 3.167
103 H -3.355 -2.687 2.674
104 H -6.349 -5.450 -0.297
105 H -5.262 -6.867 -0.578
106 H -5.422 -6.239 1.092
107 H -2.998 -6.710 -0.707
108 H -2.594 -6.084 0.751
109 H -2.291 -5.001 -0.634
110 O 3.576 5.233 -5.104
111 P 2.114 5.349 -5.032
112 N 1.284 4.245 -4.140
113 C 1.581 4.306 -2.706
114 C 0.999 2.905 -4.696
115 N 1.399 5.221 -6.539
116 C -0.019 5.377 -6.591
117 C 2.227 5.807 -7.624
118 N 1.758 6.807 -4.326
119 C 0.425 7.276 -3.887
120 C 2.902 7.581 -3.680
121 H 2.634 4.101 -2.518
122 H 0.857 3.554 -2.290
123 H 1.196 5.223 -2.275
124 H 0.175 2.512 -4.147
125 H 1.777 2.138 -4.651
126 H 0.705 2.897 -5.747
127 H -0.396 4.951 -5.710
128 H -0.385 6.412 -6.695
129 H -0.490 4.816 -7.413
130 H 1.593 5.847 -8.492
131 H 2.532 6.781 -7.356
132 H 3.126 5.203 -7.829
133 H 0.231 8.278 -4.295
134 H -0.382 6.565 -4.142
135 H 0.421 7.509 -2.789
136 H 2.986 7.350 -2.631
137 H 2.571 8.595 -3.873
138 H 3.793 7.360 -4.256
139 O -4.778 1.437 -1.471
140 P -4.103 2.291 -0.461
141 N -5.256 3.277 0.172
142 C -4.901 4.494 0.879
143 C -6.642 3.033 -0.078
144 N -2.839 3.215 -0.965
145 C -1.586 3.539 -0.235
146 C -2.648 3.454 -2.405
147 N -3.551 1.489 0.873
148 C -2.446 0.428 0.802
149 C -4.471 1.207 1.970
150 H -5.700 4.754 1.564
151 H -4.696 5.268 0.153
152 H -4.009 4.350 1.471
153 H -7.107 2.275 0.500
154 H -6.875 2.810 -1.101
155 H -7.147 3.948 0.182
156 H -1.773 3.225 0.742
157 H -0.820 2.946 -0.653
158 H -1.337 4.605 -0.155
159 H -3.513 3.784 -2.948
160 H -1.938 4.247 -2.628
161 H -2.330 2.640 -2.961
162 H -1.793 0.555 -0.041
163 H -1.923 0.497 1.785
164 H -2.909 -0.574 0.608
165 H -5.526 1.392 1.724
166 H -4.210 1.788 2.930
167 H -4.524 0.148 2.220
168 O 0.475 -1.699 5.241
169 P 0.061 -0.292 5.591
170 N -1.549 -0.346 5.907
171 C -2.251 -1.585 5.534
172 C -2.429 0.819 5.985
173 N 0.509 0.859 4.509
174 C 1.179 0.472 3.168
175 C 0.538 2.272 4.865
176 N 0.715 0.184 6.982
177 C 2.154 0.428 7.149
178 C 0.229 -0.619 8.152
179 H -2.349 -1.683 4.413
180 H -3.170 -1.543 6.070
181 H -1.578 -2.340 5.890
182 H -3.436 0.535 5.764
183 H -2.285 1.604 5.244
184 H -2.394 1.225 7.009
185 H 0.680 1.083 2.341
186 H 2.231 0.657 3.183
187 H 0.880 -0.547 3.052
188 H 1.551 2.672 4.932
189 H 0.138 2.815 3.994
190 H -0.127 2.468 5.707
191 H 2.326 1.090 8.016
192 H 2.764 -0.508 7.231
193 H 2.573 0.948 6.277
194 H -0.889 -0.750 8.222
195 H 0.579 -0.129 9.068
196 H 0.677 -1.630 8.063

---

4.
# C40H44BClN8O8S2Tl

A molecular structure, C40H44BClN8O8S2Tl at a distorted geometry (ωB97M-V/def2-TZVPD, OMol25).

Calculated values
Gap between HOMO and LUMO (spin up / spin down) in eV: 4.4 / 2.5
Largest force on an atom in eV/Å: 3.5
Total charge: -1
DFT total energy in hartree: -4044.4828
Energy above the lowest of the compared OMol25 structures with the same formula, charge and spin in eV: 4.209

Positions of all 105 atoms, in Å:
1 Tl -1.058 -0.721 -2.130
2 O -0.384 7.474 -0.746
3 C -1.380 6.749 -0.736
4 O -2.590 6.919 -0.426
5 C -1.164 5.342 -1.342
6 C -0.054 5.127 -2.249
7 C 0.035 3.803 -2.645
8 N -0.750 2.836 -2.159
9 C -1.696 3.038 -1.299
10 C -1.911 4.331 -0.752
11 C -2.638 1.886 -0.838
12 O -3.849 2.046 -0.709
13 O -1.995 0.793 -0.602
14 H 0.608 5.903 -2.624
15 H 0.777 3.467 -3.351
16 H -2.585 4.377 0.095
17 C -2.896 -1.368 -6.672
18 N -3.199 -2.323 -5.575
19 C -2.635 -3.559 -5.329
20 C -3.231 -4.090 -4.197
21 N -4.213 -3.218 -3.809
22 B -5.072 -3.362 -2.501
23 N -4.243 -3.966 -1.339
24 C -4.754 -4.007 -0.071
25 C -3.812 -4.501 0.808
26 N -2.625 -4.635 0.057
27 C -1.333 -5.134 0.515
28 C -2.926 -4.308 -1.224
29 S -1.755 -4.437 -2.441
30 C -4.181 -2.082 -4.639
31 S -5.159 -0.741 -4.567
32 H -2.836 -1.923 -7.617
33 H -1.918 -0.889 -6.462
34 H -3.696 -0.618 -6.653
35 H -1.812 -3.939 -5.914
36 H -3.446 -5.143 -4.185
37 H -5.619 -2.251 -2.315
38 H -6.083 -4.057 -2.814
39 H -5.799 -3.751 0.136
40 H -3.805 -4.674 1.874
41 H -1.489 -5.895 1.314
42 H -0.808 -4.319 0.981
43 H -0.781 -5.495 -0.324
44 C 3.959 -0.139 -3.541
45 C 2.547 -0.307 -4.044
46 O 1.690 -0.879 -3.338
47 C 2.366 0.198 -5.410
48 C 3.440 0.163 -6.279
49 C 3.318 0.871 -7.518
50 C 2.150 1.581 -7.858
51 C 1.061 1.508 -7.049
52 C 1.039 0.708 -5.830
53 O -0.053 0.406 -5.294
54 H 3.959 -0.073 -2.457
55 H 4.443 0.746 -4.026
56 H 4.547 -1.040 -3.797
57 H 4.362 -0.388 -6.118
58 H 4.198 0.966 -8.206
59 H 2.142 2.161 -8.787
60 H 0.155 2.020 -7.302
61 O -2.512 -1.026 2.546
62 C -2.684 -1.248 1.433
63 C 4.100 1.211 5.843
64 C 3.431 2.109 4.803
65 C 4.621 2.633 3.977
66 C 2.845 3.281 5.644
67 C 2.345 1.484 3.875
68 O 2.038 2.473 2.889
69 C 1.034 1.076 4.575
70 C 1.162 0.144 5.772
71 C -0.070 -0.697 6.012
72 C -0.150 -2.118 5.788
73 C -1.386 -2.731 5.664
74 C -2.584 -2.005 5.982
75 Cl -4.033 -2.788 5.650
76 C -2.487 -0.661 6.444
77 C -1.229 -0.029 6.382
78 C 2.905 0.274 3.062
79 N 2.443 0.108 1.698
80 C 1.546 0.746 0.877
81 N 1.514 0.124 -0.283
82 C 2.346 -0.935 -0.134
83 N 2.909 -0.986 1.069
84 H 4.967 1.759 6.172
85 H 4.402 0.234 5.488
86 H 3.435 1.089 6.698
87 H 5.166 3.392 4.573
88 H 4.401 3.086 2.998
89 H 5.369 1.813 3.827
90 H 3.610 3.568 6.448
91 H 1.908 3.015 6.200
92 H 2.635 4.183 5.052
93 H 2.225 3.348 3.242
94 H 0.381 0.585 3.834
95 H 0.445 1.953 4.839
96 H 1.326 0.741 6.671
97 H 2.022 -0.557 5.682
98 H 0.724 -2.786 5.691
99 H -1.454 -3.738 5.275
100 H -3.363 -0.090 6.746
101 H -1.268 1.054 6.588
102 H 2.779 -0.719 3.548
103 H 3.994 0.409 2.953
104 H 1.082 1.677 1.167
105 H 2.544 -1.640 -0.930

---

Question: Which of these has the highest total charge?
Answer: C26H45N3P2Sc